Below is C45H42GaN3P3SSe2Te as an isolated structure, with properties calculated with the ωB97M-V functional and the def2-TZVPD basis.

The orbital gap (spin up / spin down) is 6.23 / 6.22 eV. Its spin multiplicity is 1. The calculation puts the LUMO energy (spin up / spin down) at -3.1955 / -3.1955 eV. Its charge is +1. The calculation puts the HOMO energy (spin up / spin down) at -0.346 / -0.346 Ha.

Positions of all 98 atoms, in Å:
Ga  -0.90802  -0.55620  -0.32057
Se  -1.15262  -1.85714  -2.60861
P  -0.78764  -3.50894  -1.15497
Se  -0.33960  -2.79507  0.91122
C  0.64733  -4.48082  -1.57807
C  0.85738  -5.66472  -0.85202
C  2.04529  -6.35491  -1.04178
C  3.01454  -5.90337  -1.93211
C  2.75867  -4.74724  -2.67052
C  1.57869  -4.03811  -2.50740
C  -2.31222  -4.43079  -1.28545
C  -3.26465  -4.42214  -0.28745
C  -4.52850  -4.98389  -0.52856
C  -4.82738  -5.56422  -1.75992
C  -3.83954  -5.54122  -2.76158
C  -2.58897  -5.00573  -2.53001
H  0.10806  -6.02149  -0.15564
H  2.20335  -7.26520  -0.44292
H  3.96240  -6.42659  -2.04136
H  3.48760  -4.38157  -3.39065
H  1.40154  -3.11335  -3.07713
H  -3.02198  -3.95305  0.67528
H  -5.27463  -4.96844  0.26850
H  -5.80127  -6.02623  -1.95650
H  -4.04305  -5.99770  -3.73888
H  -1.81650  -5.02526  -3.30354
Te  2.74661  0.16959  2.79348
C  3.73739  2.07324  2.69319
C  4.85169  2.24605  1.85774
C  5.36342  3.53170  1.71137
N  4.88640  4.59888  2.35438
C  3.85296  4.41302  3.16676
C  3.25472  3.17399  3.39631
C  1.58369  0.75817  1.21610
P  -0.09567  1.30622  1.36292
C  -0.44256  2.77475  0.38463
C  0.39740  3.87789  0.53882
C  0.16751  5.03139  -0.20048
C  -0.87772  5.09487  -1.10666
C  -1.71260  3.98601  -1.26125
C  -1.52725  2.84070  -0.49349
C  -0.41692  1.79532  3.08123
C  -0.67508  3.11417  3.45913
C  -0.76903  3.44423  4.80743
C  -0.70102  2.46218  5.79060
C  -0.48961  1.13742  5.40413
C  -0.37101  0.79211  4.06386
P  1.72179  0.17657  -0.44886
C  1.72104  1.55794  -1.61392
C  2.53690  2.65634  -1.36240
C  2.56101  3.72817  -2.24911
C  1.77134  3.71455  -3.40143
C  0.95308  2.60886  -3.62763
C  0.92961  1.51880  -2.76238
C  3.36141  -0.54333  -0.60269
C  4.38960  0.02680  -1.37317
C  5.65781  -0.52432  -1.35850
C  5.92282  -1.68584  -0.62753
C  4.89457  -2.26486  0.11823
C  3.61730  -1.70378  0.12478
H  5.25232  1.41839  1.27461
H  6.20935  3.74446  1.04623
H  3.47250  5.30848  3.65546
H  2.39410  3.06102  4.07917
H  1.23516  3.80819  1.25851
H  0.83460  5.89745  -0.09372
H  -1.06561  5.98329  -1.71770
H  -2.53207  4.00534  -1.98998
H  -2.22458  1.99304  -0.57923
H  -0.80901  3.88672  2.69540
H  -0.88852  4.49367  5.09058
H  -0.80375  2.73107  6.85562
H  -0.41087  0.35018  6.15675
H  -0.15223  -0.24329  3.76817
H  3.14281  2.67007  -0.45319
H  3.17432  4.60418  -2.01048
H  1.75813  4.55921  -4.10113
H  0.27245  2.61106  -4.47932
H  0.27919  0.66784  -2.97263
H  4.16789  0.89601  -2.00070
H  6.45653  -0.05128  -1.92955
H  6.93702  -2.12021  -0.61389
H  5.08808  -3.16152  0.71306
H  2.84901  -2.12654  0.77098
C  -6.89673  0.99266  1.10512
N  -5.53010  0.42758  1.14944
C  -4.84663  -0.32363  0.26794
S  -3.24329  -0.87864  0.76133
N  -5.35051  -0.74436  -0.90867
C  -6.68334  -0.55836  -1.49102
H  -7.03333  1.56339  2.03244
H  -7.66007  0.21588  1.07469
H  -7.01125  1.66911  0.25799
H  -4.98148  0.63110  1.97746
H  -4.67779  -1.28055  -1.45751
H  -6.92877  0.50174  -1.59593
H  -7.45913  -1.04602  -0.87749
H  -6.69427  -1.01118  -2.48372

Forces on the atoms, in the same order (eV/Å):
Ga 0.8267 -0.2839 0.3615
Se 0.1953 0.0465 0.9698
P 0.0876 1.0764 0.2850
Se -0.4697 0.5397 -0.8679
C -0.1336 -0.6022 -0.1485
C 0.2901 0.4314 -0.5406
C -0.0759 -0.7289 0.6667
C -0.2317 0.4499 -0.1130
C 0.4279 -0.1865 -0.1949
C -0.0295 0.4274 -0.0657
C 0.0067 -0.4256 -0.1334
C -0.3784 0.0898 0.4607
C -0.0691 -0.0793 0.1425
C 0.4923 0.3505 -0.0396
C -0.3866 -0.6540 -0.3978
C 0.0475 -0.0390 0.0104
H 0.0651 -0.0140 0.0474
H 0.0464 0.4610 -0.4297
H -0.2630 0.0554 -0.0100
H -0.0673 -0.1125 0.1685
H 0.0753 -0.5178 0.3184
H -0.2327 -0.2406 -0.4239
H 0.2256 -0.0465 -0.2327
H 0.4268 0.2562 0.1253
H 0.0336 0.2130 0.4615
H -0.3228 0.0303 0.1484
Te 0.6952 0.8102 0.2777
C 0.5928 -0.2103 0.2201
C -0.5485 0.0948 -0.0480
C 0.3378 0.1203 -0.0605
N -0.1049 -0.1126 -0.1714
C -0.1827 0.0085 0.2266
C -0.4179 -0.2257 0.0195
C -1.6031 0.0963 -0.9407
P 0.6530 -0.8825 -0.1095
C -0.1559 0.4762 0.0394
C 0.1920 0.0313 0.2197
C 0.5227 0.5945 0.1652
C -0.4554 -0.3410 -0.3235
C -0.4528 -0.0005 -0.1505
C 0.1389 -0.0657 0.0157
C -0.4797 -0.4442 0.1990
C 0.0038 0.0620 -0.2277
C -0.1505 0.3655 0.1595
C 0.1672 -0.0416 0.0983
C -0.1736 -0.3291 0.2794
C 0.3577 0.1717 -0.1854
P -0.6094 0.1221 0.5636
C 0.1565 -0.1030 -0.1958
C 0.0730 0.3017 -0.1799
C 0.2125 0.3547 -0.0064
C -0.0850 -0.2268 0.2735
C -0.3334 0.0826 -0.4110
C 0.1373 0.3570 0.1343
C 0.3945 -0.4069 -0.3875
C -0.6335 0.1212 -0.0943
C 0.4326 -0.2287 -0.0997
C 0.0173 0.0195 0.2379
C 0.1153 -0.2243 -0.0337
C 0.4359 -0.0538 0.2019
H -0.0107 0.1358 0.1765
H -0.2807 -0.2729 0.2205
H 0.0463 -0.1452 0.0416
H 0.5484 0.2003 -0.4113
H -0.4266 0.1326 -0.5755
H -0.2845 -0.4365 0.0325
H 0.2143 -0.2933 0.3039
H 0.3301 0.0988 0.3376
H 0.3739 0.3454 -0.0351
H 0.1884 -0.2656 0.3955
H -0.1037 -0.3763 -0.0951
H 0.1238 -0.2044 -0.6973
H -0.0756 0.2716 -0.1817
H -0.2816 0.4855 0.2290
H -0.1647 0.0882 -0.2094
H -0.1681 -0.3624 -0.1634
H 0.0564 -0.3768 0.3828
H 0.2763 -0.0339 0.0688
H 0.2064 0.2063 0.1053
H 0.2385 -0.3180 0.3236
H -0.2097 -0.1315 0.0840
H -0.6777 0.2716 -0.0357
H -0.0598 0.2972 -0.2150
H 0.0775 -0.0674 -0.3416
C 0.3804 -0.0310 0.1808
N 0.2182 -0.2034 -0.2138
C -0.0174 -0.1721 -0.2557
S -0.9066 0.2785 -0.0460
N 0.6645 0.0926 0.2348
C -0.2580 0.0833 0.3313
H 0.0703 -0.1743 -0.3454
H 0.0958 0.0346 -0.0176
H -0.0207 -0.0361 0.1501
H -0.1570 -0.0514 -0.2261
H -0.3377 0.1752 0.3500
H 0.0528 -0.2220 -0.0661
H 0.3431 0.1453 -0.2905
H 0.0989 0.0410 0.2000



Below is the molecule C21H24N2O5, with properties calculated with the ωB97M-V functional and the def2-TZVPD basis.

The orbital gap is 8.28 eV. Its spin multiplicity is 1. The calculation puts the LUMO energy at 0.5684 eV. The calculation puts the energy above the lowest of the compared OMol25 structures with the same formula, charge and spin at 1.698 eV. As for the SMILES: CCOc1ccc(OCC)c(NC(=O)C[C@@H]2Oc3ccc(C)cc3NC2=O)c1. The calculation puts the HOMO energy at -0.284 Ha.

Positions of all 52 atoms, in Å:
C  -0.70269  2.72783  -6.79208
C  -0.69578  2.09359  -5.41001
O  0.51248  1.36665  -5.27850
C  0.75351  0.70569  -4.11689
C  1.95581  0.00885  -4.04170
C  2.29726  -0.69049  -2.89854
C  1.44809  -0.71271  -1.80415
O  1.67390  -1.38172  -0.61961
C  2.89260  -2.06932  -0.43290
C  4.07002  -1.14469  -0.13497
C  0.22629  -0.02106  -1.88244
N  -0.61370  -0.10027  -0.76659
C  -1.87365  0.37418  -0.61438
O  -2.49322  1.00071  -1.44578
C  -2.46519  0.05272  0.75625
C  -2.03700  1.12763  1.77947
O  -0.63051  1.19289  1.90702
C  -0.06145  0.19088  2.64410
C  1.26065  -0.15777  2.42006
C  1.85223  -1.15118  3.18040
C  1.14086  -1.81809  4.16938
C  1.78533  -2.88505  5.00089
C  -0.18074  -1.45635  4.39954
C  -0.78123  -0.45628  3.65231
N  -2.09074  -0.04006  3.89571
C  -2.76212  0.82057  3.09058
O  -3.86127  1.24595  3.35897
C  -0.11163  0.68331  -3.02773
H  0.15173  3.39023  -6.90127
H  -0.64199  1.95666  -7.55515
H  -1.61689  3.29746  -6.93136
H  -0.75447  2.86931  -4.63490
H  -1.55533  1.41982  -5.29586
H  2.61899  0.02360  -4.89120
H  3.23463  -1.22272  -2.88434
H  2.70257  -2.71662  0.42876
H  3.10981  -2.70510  -1.30003
H  4.23403  -0.44801  -0.95280
H  3.87778  -0.57176  0.76814
H  4.96921  -1.73769  0.00929
H  -0.18374  -0.59465  0.00433
H  -3.55220  0.07290  0.67611
H  -2.13964  -0.93207  1.09984
H  -2.34947  2.11279  1.42008
H  1.80537  0.36521  1.65113
H  2.88377  -1.41383  3.00076
H  2.09170  -2.47429  5.96312
H  1.09064  -3.69996  5.19182
H  2.66772  -3.28225  4.50617
H  -0.74988  -1.94758  5.17563
H  -2.54901  -0.34874  4.74338
H  -1.05651  1.19639  -3.04397

Forces on the atoms, in the same order (eV/Å):
C 0.1127 -0.2364 0.3822
C -0.2567 0.2032 -0.1370
O 0.1149 -0.0209 -0.0921
C 0.3152 -0.2932 0.2647
C -0.2290 0.2053 -0.1827
C -0.0611 -0.0785 0.1917
C -0.1594 0.0989 -0.0154
O -0.3379 0.3036 -0.2215
C 0.3940 -0.1535 0.1491
C -0.4013 -0.1170 -0.1436
C 0.2949 -0.1130 -0.1127
N 0.4947 -0.3245 0.0823
C -0.1932 -0.2930 0.5182
O -0.1520 0.2193 -0.1956
C 0.1574 0.3500 -0.0486
C -0.6281 -0.0900 -0.3071
O 0.2621 0.1151 0.3127
C 0.1535 -0.3215 0.1450
C -0.3170 0.1469 0.0051
C -0.0591 -0.0494 0.0518
C -0.0320 0.0531 -0.0446
C -0.0060 0.0610 0.0679
C 0.0796 0.1052 -0.1840
C 0.2454 0.1348 -0.2683
N 0.0618 -0.2597 0.4346
C 0.0344 0.2653 -0.1244
O -0.1372 0.0782 -0.1369
C -0.1195 0.2010 -0.2827
H 0.0545 0.0911 -0.0374
H -0.0214 -0.0470 -0.1006
H -0.0913 0.0676 -0.0380
H -0.0153 -0.1270 -0.0244
H 0.0920 0.0674 0.0642
H 0.0872 0.0027 -0.1084
H 0.0889 -0.0520 0.0595
H 0.0621 0.0131 -0.1636
H -0.0795 0.0199 0.0855
H 0.0783 0.0657 -0.0326
H 0.0155 0.0654 0.1085
H 0.1215 -0.0423 0.0217
H -0.2182 0.0542 0.0128
H 0.0739 -0.0330 -0.0340
H -0.0313 -0.0137 0.0360
H -0.0175 -0.1911 0.1723
H 0.0708 0.0609 -0.1342
H 0.1395 -0.0407 -0.0341
H 0.0570 -0.0531 0.0794
H 0.0093 -0.0998 0.0290
H 0.0602 -0.0717 0.0037
H -0.0922 -0.0853 0.0944
H -0.0391 0.1329 -0.1475
H -0.0360 0.0256 -0.0202



| no. | molar mass (g/mol) | strongest force on any atom (hartree/bohr) | total energy (a.u.) |
| --- | --- | --- | --- |
| 1 | 1105.084 | 0.0362 | -10322.0217 |
| 2 | 384.432 | 0.0137 | -1300.3801 |